a.
11
Properties=species:S:1:pos:R:3:nbo_charge:R:1 method="wB97M-V/def2-TZVPD" homo_ev=-9.897 homo_lumo_gap_ev=9.291
C 1.168 -0.568 0.277 0.017
C -0.295 -0.251 -0.045 0.050
C -0.820 1.141 -0.256 0.192
H 3.936 0.560 -0.240 0.478
H 1.462 -1.644 0.786 0.266
H -2.943 -1.777 -0.063 0.491
N 1.872 0.438 -0.290 -0.055
N -1.142 -1.140 -0.034 -0.095
N -1.785 1.949 0.297 -0.223
O 3.126 -0.138 0.071 -0.588
O -2.549 -0.837 -0.089 -0.532


b.
11
Properties=species:S:1:pos:R:3:nbo_charge:R:1 method="wB97M-V/def2-TZVPD" homo_ev=-9.585 homo_lumo_gap_ev=8.790
C -0.416 -1.034 -0.462 0.274
C 0.113 2.167 0.050 -0.075
C -0.758 -1.709 -1.619 0.194
H 0.758 -1.068 2.349 0.495
H 0.994 2.673 0.266 0.156
H -0.893 2.564 1.119 0.223
N 0.283 -1.636 0.574 -0.031
N 0.492 1.001 -0.755 -0.092
N -0.375 -2.541 -2.601 -0.210
O 0.531 -0.702 1.470 -0.525
O -0.729 0.284 -0.392 -0.409


c.
11
Properties=species:S:1:pos:R:3:nbo_charge:R:1 method="wB97M-V/def2-TZVPD" smiles="[H]/N=C/NOC(=O)C#N" homo_ev=-9.937 homo_lumo_gap_ev=9.421
C 1.720 0.080 -0.001 0.242
C -1.373 -0.388 0.172 0.708
C -2.758 0.201 -0.027 0.166
H 2.025 1.884 0.888 0.365
H 2.682 -0.337 0.065 0.180
H 0.810 -1.609 -0.654 0.368
N 1.377 1.278 0.319 -0.700
N 0.783 -0.653 -0.744 -0.300
N -3.819 0.700 -0.253 -0.206
O -0.490 -0.211 -0.933 -0.327
O -0.956 -0.945 1.169 -0.495


Which of them is the most stable, and which is the least stable? c and b, in that order.